76
Properties=species:S:1:pos:R:3 method="wB97M-V/def2-TZVPD" total_charge=-2 lumo_energy_ev="2.28 / 2.28" homo_lumo_gap_ev="3.7 / 3.7"
Pb -0.1688 -0.5348 0.0542
Te -0.8011 4.7075 2.0237
Te 2.4159 3.1018 0.4247
Sb 3.0822 -2.9124 0.7710
Se 0.5066 2.3176 -0.7764
Se -1.4515 3.2541 0.1516
Se 5.0806 0.2250 1.6819
Se 0.4370 -3.0113 0.7785
Se 3.7654 -3.9053 -1.3526
Se 3.1769 -0.3131 0.4475
S -2.8213 -0.3727 -0.2216
S 2.8045 2.3096 -3.8421
O 1.4810 -0.4813 -2.2819
N 0.1903 1.3534 3.8352
N -1.1304 0.2310 2.3145
N -0.9615 -1.4974 -2.4105
C 0.2331 0.2295 -6.9733
C 2.2825 1.3524 -6.3969
C -0.4338 -2.7286 -4.3933
C 1.4083 0.7318 3.3081
C -1.0119 0.9740 3.3693
C 4.1506 -0.1503 -4.0613
C 0.5984 1.7525 6.2680
C 1.6151 -0.6782 3.8373
C 5.0333 -1.0970 -3.5542
C -2.2363 1.4614 4.1044
C -0.2153 0.3765 -5.6689
C 4.7903 1.3565 -2.2981
C 1.4839 0.7166 -7.3355
C 5.6664 0.4063 -1.7998
C 5.7850 -0.8291 -2.4217
C 1.3706 -1.7252 -2.9387
C -1.7458 -2.9681 -4.6374
C -4.1111 -2.6704 -3.9783
C -0.0767 -1.9659 -3.2497
C 0.5883 1.0017 -4.7240
C -4.5825 -1.4715 -1.9469
C 1.8402 1.4926 -5.0842
C 4.0144 1.0743 -3.4209
C -5.0175 -2.1717 -3.0857
C 0.3470 2.3459 4.8849
C -2.2890 -1.7374 -2.6243
C -2.7324 -2.4610 -3.7517
C -3.2463 -1.2474 -1.6809
H 6.4127 -1.5958 -1.9888
H 5.0882 -2.0732 -4.0199
H 2.2469 1.3760 3.5743
H 1.9664 -1.7608 -3.8553
H -2.0971 -0.0452 2.1877
H -5.3118 -1.0950 -1.2409
H -6.0794 -2.3197 -3.2431
H -1.1820 -0.0135 -5.3735
H 3.5384 -0.3935 -4.9196
H -2.1405 1.3444 5.1840
H 1.3701 0.7264 2.2223
H -0.2003 1.0653 6.5540
H 0.8321 -1.3474 3.4760
H 1.7302 -2.5511 -2.3026
H 3.2569 1.7387 -6.6690
H 6.1896 0.5991 -0.8718
H 0.3490 -3.0966 -5.0436
H 1.8377 0.6004 -8.3528
H 2.5811 -1.0590 3.4997
H 1.5372 1.1994 6.2911
H 4.6459 2.2889 -1.7661
H 0.6543 2.5477 7.0150
H -4.4231 -3.2292 -4.8529
H 1.6055 -0.6849 4.9300
H -0.5205 3.0022 4.8927
H 2.3802 -0.4100 -1.9063
H 1.1892 2.9781 4.5967
H -0.3876 -0.2700 -7.7072
H -2.3930 2.5187 3.8771
H -3.1072 0.9061 3.7626
H 0.2686 1.0849 -3.6936
H -2.0602 -3.5421 -5.5020

---

38
Properties=species:S:1:pos:R:3 method="wB97M-V/def2-TZVPD" smiles=CCCCCOc1ccc(CSc2ncn[nH]2)cc1 total_charge=0 lumo_energy_ev=0.69 homo_lumo_gap_ev=9.2
S -4.5916 -0.9793 0.4322
O 1.8855 -0.8946 0.9806
N -6.2560 1.0008 -0.4453
N -7.2882 -0.6520 0.5394
N -8.2517 0.2151 0.1830
C 0.0345 -1.1482 -0.6021
C 2.7998 -1.5543 0.1288
C 3.3063 -0.6568 -1.0042
C 0.6132 -0.6632 0.5667
C -6.0882 -0.1612 0.1528
C -3.4723 0.2480 -0.3761
C -1.2843 -0.8508 -0.8964
C 4.0294 0.5877 -0.4867
C -0.1629 0.1178 1.4276
C 6.1227 1.5719 0.5140
C -1.4731 0.4093 1.1234
C -7.5922 1.1831 -0.3997
C -2.0521 -0.0637 -0.0510
C 5.4222 0.2946 0.0663
H 0.2925 0.4826 2.3348
H 7.1126 1.3494 0.9053
H -7.5021 -1.5101 1.0202
H 4.1220 1.3046 -1.3059
H 6.0208 -0.1964 -0.7050
H 3.4188 1.0498 0.2917
H -3.7842 1.2191 0.0037
H 2.4550 -0.3414 -1.6110
H 5.5483 2.0667 1.2939
H -1.7193 -1.2380 -1.8066
H 3.6268 -1.8343 0.7855
H 2.3607 -2.4745 -0.2764
H -8.0675 2.0499 -0.8087
H 0.5929 -1.7631 -1.2901
H 3.9756 -1.2438 -1.6363
H 5.3489 -0.3866 0.9156
H 6.2306 2.2616 -0.3205
H -2.0581 1.0137 1.8009
H -3.6751 0.1869 -1.4441

---

87
Properties=species:S:1:pos:R:3 method="wB97M-V/def2-TZVPD" total_charge=+3 lumo_energy_ev="-10.22 / -9.60" s2=2.005 homo_lumo_gap_ev="5.7 / 6.4" multiplicity=3
Pr -0.0307 -1.8525 -0.5225
Br 6.1991 -2.9782 -0.4214
As -0.2436 1.8609 -0.9575
S 0.0791 -4.6891 -1.3964
Si 1.6937 3.1761 -1.7136
Si -2.1700 2.5895 -2.5775
Si -1.0971 3.0617 1.0782
N -0.1552 -2.3054 1.9734
N -0.9241 -0.8171 3.8849
N 0.6426 -2.6842 4.1860
N -1.6106 -3.0945 3.6768
N 1.9889 -1.1748 -1.4980
N -1.7803 -1.5630 -2.4206
C -1.2331 -5.7938 -0.7452
C 2.6648 -1.8719 -2.4183
C 0.2390 -1.3234 4.6220
C -1.3016 1.9273 -4.1468
C -0.5482 -3.5022 4.5386
C 1.1446 4.8180 -2.4839
C 0.2847 2.8595 2.3362
C -1.2566 -3.2054 2.2822
C -2.7050 2.2015 1.6391
C 1.6161 -5.4577 -0.8495
C -2.0361 -1.7816 4.0345
C -0.5958 -0.8724 2.4269
C 2.8805 3.6836 -0.2585
C 0.9802 -2.7203 2.7614
C 2.6444 -0.7765 -0.3765
C 4.5011 -2.2934 -0.8939
C -3.7275 1.5555 -2.1467
C -1.6640 4.8609 0.7539
C -2.4791 4.4337 -2.7691
C 3.8526 -2.5342 -2.0936
C 2.6339 2.2129 -3.0116
C 3.8959 -1.3796 0.0106
H -2.6044 1.1561 1.7446
H 1.8909 5.5775 -2.5252
H 2.1806 0.0862 0.1400
H -1.7119 -5.3241 0.1051
H -3.5228 0.9204 -1.2686
H 0.5761 3.8287 2.7672
H 4.2521 -3.1488 -2.9103
H 2.3090 4.4005 0.3961
H 3.1601 2.8884 0.4296
H 3.5401 1.6849 -2.5913
H -1.8895 2.0443 -5.0450
H -1.9754 -5.9030 -1.5702
H 1.1870 2.4339 1.8445
H -1.1287 0.8192 -4.0482
H -1.4650 -0.5084 1.8462
H -4.0332 0.8481 -2.9488
H 1.8086 -2.0235 2.5629
H -2.3629 4.7265 -3.8351
H -2.2161 -2.4809 -2.6563
H 2.4599 -4.7517 -0.9576
H -2.8977 -1.3954 3.4671
H 1.0771 -0.7065 4.3351
H 3.7531 4.2750 -0.5698
H -2.7289 5.0298 0.8375
H 1.5525 -5.8161 0.2009
H -1.3043 5.1148 -0.2951
H 1.8976 -6.2826 -1.4976
H -4.5847 2.2035 -1.9106
H 2.0024 1.5832 -3.6575
H 0.7307 4.8233 -3.4996
H -2.4451 -0.8092 -2.2145
H -1.1735 5.5886 1.4611
H 0.0906 -1.3656 5.6987
H -1.7334 5.0387 -2.2227
H 4.3667 -1.1614 0.9743
H -0.1972 -4.5085 4.3923
H -0.3544 2.4851 -4.3211
H -2.1030 -2.9182 1.6408
H 0.0701 2.1758 3.1263
H -3.4297 4.8237 -2.4383
H 2.2862 -1.8314 -3.4461
H -2.9150 2.6963 2.5887
H -2.4001 -1.8439 5.0749
H -3.4771 2.4473 0.8501
H -0.7759 -3.3467 5.5734
H -1.2285 -1.2806 -3.2286
H 0.2513 -0.2032 2.1804
H 1.2890 -3.7410 2.5510
H 0.3451 5.1283 -1.7657
H 3.0436 3.0200 -3.6039
H -0.9779 -4.2587 2.1302
H -0.8664 -6.8086 -0.3951

---

17
Properties=species:S:1:pos:R:3 method="wB97M-V/def2-TZVPD" smiles="C[C@H](C=O)NCN" total_charge=0 lumo_energy_ev=0.94 homo_lumo_gap_ev=9.4
O 1.9703 -1.2679 -0.5567
N -0.8991 0.5648 0.4532
N -0.6593 2.3729 -1.3086
C -1.1001 0.9739 -0.9386
C -0.1805 -0.6684 0.5321
C 1.3959 -0.4665 0.1231
C -0.3328 -1.7017 1.8447
H 0.1914 2.6122 -0.9959
H 0.6177 -1.8983 2.3822
H -0.6030 0.1723 -1.5843
H -2.0629 0.6145 -1.4445
H -0.5762 -2.7615 1.3515
H 1.7931 0.5768 0.5495
H -0.5825 1.3095 1.1130
H -1.0501 -1.0397 2.3599
H -0.3420 -1.2703 -0.3886
H -0.9335 2.4392 -2.2699

---

11
Properties=species:S:1:pos:R:3 method="wB97M-V/def2-TZVPD" smiles="OC[C@H](F)C=S" total_charge=0 lumo_energy_ev=-1.05 homo_lumo_gap_ev=8.3
S -2.6320 -0.3295 -0.4241
F 0.5282 1.7219 -0.4304
O 1.7075 -0.9717 -0.5478
C 0.4298 -0.6171 0.2571
C -1.4701 0.6027 0.2858
C -0.2152 0.4116 -0.4219
H -0.2997 0.2574 -1.5310
H -1.4474 1.3267 1.1308
H -0.0120 -1.6519 0.3428
H 0.8078 -0.2565 1.3567
H 2.6030 -0.4937 -0.0180

---

15
Properties=species:S:1:pos:R:3 method="wB97M-V/def2-TZVPD" smiles=[O-]CCCCO total_charge=-1 lumo_energy_ev=3.80 homo_lumo_gap_ev=6.1
O 2.0248 -0.4182 1.0911
O -1.9550 -1.8638 0.0514
C 0.5832 1.0008 -0.5180
C -0.7113 -1.1372 -0.1101
C 1.4754 0.8109 0.7464
C -0.8882 0.3207 -0.4001
H -1.7956 -2.8105 0.2531
H -1.4867 0.5803 -1.2736
H 2.1862 1.5422 0.6968
H -1.4949 0.7611 0.3825
H 0.0105 -1.2922 0.7937
H -0.1111 -1.6115 -0.8587
H 0.3758 2.0587 -0.8445
H 0.9833 0.7744 -1.5109
H 0.8038 1.2844 1.5009